78
Properties=species:S:1:pos:R:3:forces:R:3 method="wB97M-V/def2-TZVPD" smiles=CC[C@@H](C)[C@](N)(C#N)CC#N.CO.CO.CO.CO.CO.CO.CO.CO.CO multiplicity=1 total_charge=0
C 3.51232 -3.24455 1.20107 0.1 -0.2 0.3
C 3.01199 -4.56218 0.65044 0.1 0.8 -0.3
C 1.80548 -4.49298 -0.27161 -0.5 -0.6 0.2
C 1.53409 -5.92257 -0.74743 0.7 0.3 -0.1
C 0.53096 -3.83069 0.35983 -0.2 -0.9 0.2
N 0.57359 -3.79795 1.83553 -0.2 0.4 -0.3
C -0.64559 -4.66644 -0.00190 -1.3 -1.1 -0.6
N -1.54155 -5.35623 -0.28020 1.3 1.2 0.5
C 0.20312 -2.45941 -0.24011 -0.2 -0.1 0.6
C 1.19914 -1.44570 0.00423 2.2 1.7 -0.1
N 2.04694 -0.65372 0.11045 -1.8 -1.1 -0.1
H 4.42173 -3.41616 1.75661 0.4 0.0 0.2
H 3.73760 -2.54245 0.41850 0.2 0.2 -0.4
H 2.81883 -2.77943 1.88063 -0.3 0.1 0.2
H 3.81343 -4.96052 0.05000 0.3 -0.2 -0.3
H 2.84859 -5.29171 1.42685 -0.3 -0.2 0.5
H 2.02216 -3.93576 -1.17267 0.4 0.5 -0.2
H 2.49454 -6.32985 -1.02796 0.3 -0.2 -0.2
H 1.16451 -6.54902 0.04889 -0.4 -0.2 0.2
H 0.91559 -5.96015 -1.62859 -0.5 -0.1 -0.1
H -0.09123 -4.46300 2.19556 0.0 -0.3 0.2
H 0.23081 -2.89748 2.14759 0.1 0.1 0.2
H 0.03616 -2.55217 -1.29835 0.1 0.0 -0.5
H -0.73118 -2.12955 0.18910 -0.4 0.2 0.1
C 1.96913 2.66926 -1.47009 -0.1 -0.2 0.2
O 0.87819 2.45923 -0.57679 -0.1 0.2 0.1
H 1.77550 3.58226 -2.02693 0.0 0.0 0.0
H 2.90278 2.77749 -0.91233 0.1 0.0 -0.1
H 2.05550 1.83240 -2.16578 0.1 0.1 0.0
H 1.06229 1.64904 -0.09143 0.0 -0.2 0.0
C 6.08102 -2.84726 -1.94239 0.0 -0.3 0.1
O 5.79195 -3.95665 -1.08834 0.0 0.2 -0.1
H 5.94234 -1.93772 -1.36957 -0.1 0.0 0.0
H 7.11446 -2.89454 -2.29895 0.0 0.1 0.0
H 5.40043 -2.83233 -2.79789 0.0 0.1 0.0
H 5.91226 -4.75507 -1.60629 0.0 -0.1 0.0
C -2.00977 2.95845 1.43029 0.3 -0.1 -0.1
O -1.32254 4.16993 1.13037 -0.2 0.1 0.1
H -3.00794 3.19808 1.79055 0.0 0.1 0.0
H -2.09539 2.34518 0.52987 -0.1 -0.1 0.1
H -1.47329 2.40610 2.20551 -0.1 -0.1 0.0
H -0.44724 3.92233 0.81435 0.1 0.0 -0.2
C -3.67250 -2.28378 -2.03165 0.2 -0.2 0.1
O -2.88826 -2.55952 -0.87127 0.1 0.2 -0.1
H -4.29868 -1.42307 -1.81806 0.0 0.0 0.1
H -3.03124 -2.05346 -2.88795 -0.1 0.0 0.0
H -4.31298 -3.13385 -2.27297 -0.1 0.1 -0.1
H -2.33374 -3.32579 -1.05769 -0.3 -0.1 0.1
C -3.24414 6.94835 0.91532 0.2 -0.2 0.2
O -2.67350 6.56411 2.15970 -0.2 0.2 0.0
H -3.93133 7.77158 1.09777 0.0 0.0 0.0
H -2.47249 7.27951 0.21522 -0.1 0.0 -0.1
H -3.79604 6.11349 0.47518 -0.1 0.1 -0.2
H -2.07002 5.83342 1.98059 0.1 -0.2 -0.1
C 1.77265 3.09315 3.26440 -0.2 0.1 0.2
O 0.63481 2.61653 3.97814 0.1 -0.1 -0.2
H 1.90218 2.46166 2.38878 0.0 0.0 0.0
H 1.62402 4.12605 2.93779 0.1 0.0 -0.1
H 2.67407 3.03315 3.87982 0.0 0.0 -0.1
H 0.51985 3.17528 4.74888 -0.1 0.0 0.1
C -6.35165 5.73788 2.52899 0.2 -0.1 -0.1
O -5.96799 4.77687 1.54997 -0.2 0.0 0.0
H -7.40979 5.95027 2.40006 0.0 -0.1 -0.1
H -6.18745 5.34409 3.53502 0.0 0.1 0.1
H -5.78456 6.66281 2.40233 0.0 0.0 0.1
H -5.03279 4.60298 1.67799 0.1 0.0 0.0
C 6.43158 0.78967 -2.83567 -0.1 0.0 0.2
O 5.35913 0.35154 -2.00483 0.1 0.0 -0.2
H 6.46913 0.13210 -3.70027 0.0 0.0 0.0
H 6.26824 1.81465 -3.17812 0.1 0.0 -0.1
H 7.38633 0.73286 -2.30580 0.0 0.0 -0.1
H 5.32607 0.93163 -1.24149 -0.1 0.0 0.1
C -7.46923 -0.48705 -1.91271 0.2 0.1 -0.2
O -6.72998 -0.77759 -3.09737 -0.1 -0.1 0.1
H -8.13196 -1.32677 -1.72403 0.0 0.0 0.0
H -6.80258 -0.36250 -1.05499 -0.1 0.0 0.1
H -8.06949 0.41734 -2.03841 0.0 0.0 0.1
H -6.14732 -0.03416 -3.26333 0.1 0.1 -0.1

85
Properties=species:S:1:pos:R:3:forces:R:3 method="wB97M-V/def2-TZVPD" smiles="O=P(O)(O)CB1OBOBO1.COC[C@@H](C)N.COC[C@@H](C)N.COC[C@@H](C)N.COC[C@@H](C)N" multiplicity=1 total_charge=0
O 1.41020 -0.29343 3.57993 -0.4 0.0 0.0
P 2.33280 0.21620 2.55592 0.1 -0.5 0.5
O 3.35017 -0.92816 2.08301 -0.1 0.2 0.0
O 3.29518 1.36677 3.09090 -0.1 0.1 -0.5
C 1.47660 0.78035 1.09182 0.1 0.3 -0.6
B -0.01769 0.99204 1.51824 -0.5 0.7 -0.3
O -0.35326 2.03235 2.37546 0.7 -0.7 0.6
B -1.09353 1.52388 3.44818 -0.4 0.4 -0.4
O -2.20310 0.75660 3.11287 0.9 -0.5 0.5
B -1.87471 -0.21083 2.18041 -0.8 0.3 -0.3
O -1.02394 0.12714 1.13207 0.6 -0.7 0.6
H 2.95843 -1.76992 2.35340 0.2 -0.1 0.0
H 3.40669 2.06623 2.43542 0.1 0.1 0.1
H 1.58868 0.00603 0.33252 -0.1 0.0 0.0
H 1.90369 1.69832 0.67744 0.0 0.0 0.1
H -0.73450 1.65320 4.56740 -0.2 0.4 0.0
H -2.30396 -1.30859 2.31134 -0.1 0.0 -0.3
C -1.79403 6.26232 3.90270 -0.1 0.0 0.1
C -1.46612 7.41866 2.96326 0.1 -0.1 0.0
C -2.00530 7.23632 1.53823 0.0 0.1 0.0
O -1.27994 6.31616 0.74654 -0.1 -0.1 0.0
C -1.62360 4.95658 0.93409 0.1 0.0 -0.1
N -0.02129 7.65816 2.99111 0.0 0.1 -0.1
H -1.15361 5.39966 3.71556 0.0 0.0 0.0
H -1.63270 6.56468 4.93686 0.0 0.0 0.0
H -2.83429 5.94754 3.79811 0.0 0.0 0.0
H -1.95253 8.31467 3.36166 0.0 0.0 0.0
H -1.92444 8.19412 1.01762 0.0 0.0 0.0
H -3.06910 6.96306 1.55536 0.0 0.0 0.1
H -2.69437 4.83799 1.12746 0.0 0.0 0.0
H -1.05408 4.50171 1.74632 -0.1 0.0 0.0
H -1.37658 4.42785 0.01281 0.0 0.0 0.0
H 0.19462 8.50126 2.46771 0.0 0.0 0.1
H 0.43020 6.90928 2.47301 0.0 0.0 0.1
C -1.63518 -1.88237 -3.41377 0.0 0.1 0.0
C -3.04167 -1.56124 -2.91697 0.1 -0.1 0.0
C -3.15236 -1.43227 -1.39171 -0.1 0.1 0.0
O -3.14583 -2.66145 -0.69329 0.1 0.0 0.1
C -1.86813 -3.23108 -0.47639 -0.1 -0.1 0.0
N -3.97033 -2.55329 -3.46400 -0.1 -0.1 0.1
H -1.38276 -2.93081 -3.25618 0.0 0.0 0.0
H -1.56565 -1.69118 -4.48448 0.0 0.0 0.0
H -0.88634 -1.26838 -2.90894 0.0 0.0 0.0
H -3.31897 -0.58551 -3.32869 0.0 0.0 0.0
H -4.11713 -0.97235 -1.15917 0.0 -0.1 0.0
H -2.37664 -0.76374 -0.99589 0.1 -0.1 -0.1
H -1.10928 -2.46035 -0.30762 0.0 0.0 0.0
H -1.57024 -3.86263 -1.31670 0.1 0.0 0.0
H -1.93442 -3.85621 0.41374 0.0 0.0 0.0
H -4.92431 -2.28569 -3.23862 0.0 0.0 0.0
H -3.82216 -3.42376 -2.95699 0.0 0.0 -0.1
C -5.34322 -7.75239 -5.92120 0.0 0.0 -0.1
C -5.01669 -6.30188 -5.58070 -0.1 -0.1 0.1
C -3.56759 -6.07298 -5.13601 0.0 0.2 -0.1
O -3.27786 -6.49138 -3.81417 0.0 0.0 0.0
C -2.98803 -7.86621 -3.65948 0.0 0.1 0.1
N -5.98492 -5.80994 -4.59753 0.1 0.1 0.0
H -5.46989 -8.35732 -5.02296 0.0 0.0 0.0
H -6.27807 -7.80371 -6.47861 0.0 0.0 0.0
H -4.55797 -8.20368 -6.53107 0.0 0.0 0.0
H -5.15144 -5.71087 -6.49187 0.1 0.0 0.0
H -3.38391 -4.99534 -5.14232 0.0 0.0 0.1
H -2.86050 -6.53028 -5.84156 0.0 -0.1 0.0
H -2.44449 -8.25758 -4.52509 0.0 0.0 0.0
H -3.89268 -8.45979 -3.50604 0.0 0.0 -0.1
H -2.35884 -7.97030 -2.77572 0.0 0.0 0.0
H -5.84496 -4.81245 -4.46255 0.0 0.0 -0.1
H -5.76001 -6.22778 -3.69859 -0.1 0.0 0.0
C 8.69232 1.69128 3.66748 0.0 -0.1 0.0
C 7.21451 1.61572 3.29814 0.1 0.1 0.0
C 6.95332 1.43529 1.79786 -0.1 -0.1 0.0
O 7.12208 2.60866 1.02417 0.0 0.0 0.0
C 8.45230 2.90106 0.64211 -0.1 0.1 0.0
N 6.52788 2.79379 3.83655 -0.1 -0.1 -0.2
H 9.12061 2.66276 3.41996 0.0 0.0 0.0
H 8.81516 1.54912 4.74059 0.0 0.0 0.0
H 9.26986 0.92021 3.15370 0.0 0.0 0.0
H 6.79612 0.73390 3.79252 -0.1 0.0 0.0
H 5.90387 1.15361 1.67202 0.0 0.0 0.0
H 7.55446 0.61708 1.37921 0.1 0.0 0.1
H 9.01830 1.98599 0.44295 0.0 0.0 0.0
H 8.97481 3.48829 1.40085 0.0 0.0 0.0
H 8.40672 3.49006 -0.27339 0.0 0.0 0.0
H 5.52813 2.69088 3.68962 0.0 -0.1 0.2
H 6.79147 3.59028 3.26207 0.0 0.0 0.1

82
Properties=species:S:1:pos:R:3:forces:R:3 method="wB97M-V/def2-TZVPD" multiplicity=1 total_charge=-2
B 1.31903 0.81495 2.26221 -0.8 -0.8 -0.8
F 1.72525 -0.11695 3.22859 0.7 -0.3 1.0
F 2.32781 1.09586 1.36360 0.9 0.1 0.5
F 0.26340 0.21026 1.59208 -0.7 0.0 -0.4
F 0.83716 1.94171 2.85440 -0.2 1.5 1.1
C 0.23568 -2.07186 -4.65925 -2.0 -0.3 0.6
C -1.22834 -1.62935 -4.34300 -1.0 0.0 2.1
C -2.07783 -2.99221 -4.31884 -0.4 1.7 -0.2
C -3.45519 -2.96551 -3.56317 1.1 0.5 -1.1
C -3.32200 -2.23852 -2.26560 1.5 0.7 -0.2
C -2.67191 -0.80433 -2.33040 0.8 -0.2 -0.9
N -1.32363 -0.96388 -2.97851 1.5 -1.3 0.3
O -0.30765 0.06008 -2.76365 -2.3 -0.8 -0.9
C -2.58901 -0.28564 -0.85704 1.0 -0.8 -0.8
C -3.49098 0.17456 -3.15202 -0.8 -0.1 0.4
C -1.69258 -0.76699 -5.51636 1.0 -0.1 -0.7
H 0.50888 -2.62926 -3.76328 1.0 0.6 0.0
H 0.81421 -1.24103 -5.06315 0.4 -0.2 0.8
H 0.08606 -2.82955 -5.42842 0.3 -0.1 -0.5
H -1.40295 -3.78230 -3.98961 -0.3 -0.2 0.2
H -2.33540 -3.10476 -5.37198 0.2 -0.7 -0.2
H -3.73726 -3.99552 -3.34497 -0.3 -0.1 -0.2
H -4.20662 -2.49092 -4.19421 -0.2 -0.2 -0.3
H -2.48111 -2.81541 -1.88064 -0.3 0.0 1.4
H -4.25909 -2.28026 -1.71042 0.1 0.1 0.4
H -1.78310 -0.80081 -0.33435 0.1 -0.1 -0.1
H -3.51556 -0.54426 -0.34447 -0.3 0.3 0.0
H -2.31361 0.76645 -0.78380 -0.3 0.0 -0.3
H -2.91711 1.08924 -3.30084 0.0 0.0 0.0
H -4.40557 0.37575 -2.59422 -0.4 0.5 0.1
H -3.81319 -0.24720 -4.10407 0.2 0.1 -0.1
H -2.63357 -1.11491 -5.94249 -0.4 0.7 0.2
H -0.94958 -0.94407 -6.29398 -0.1 -0.1 -0.6
H -1.53758 0.29449 -5.32311 -0.7 0.1 0.3
C 4.64586 2.52799 3.16094 -0.5 0.5 -0.9
O 5.61246 2.62771 4.16044 1.2 0.1 1.1
H 4.68465 1.57402 2.63506 -0.4 -0.2 0.3
H 3.68914 2.76143 3.62815 -0.1 -0.5 -0.3
H 4.82001 3.28162 2.39295 -0.1 0.2 -0.1
H 6.43176 2.95174 3.77917 -0.1 -0.1 0.0
C -0.15252 0.91551 6.37091 0.8 -2.0 -0.2
O -0.27293 2.14849 5.77695 -0.5 0.9 -0.1
H 0.10339 1.00116 7.42698 -0.2 0.1 0.0
H -0.96129 0.20282 6.20943 -1.1 0.4 0.5
H 0.59643 0.29891 5.87395 0.9 0.3 0.1
H -0.19458 2.01247 4.82987 0.1 0.3 -0.5
C -3.28677 2.58757 1.40561 0.8 -0.6 1.8
O -1.91054 2.70534 1.77612 -0.2 0.6 -0.4
H -3.74823 3.56832 1.52084 0.1 0.1 -0.8
H -3.43618 2.01760 0.48860 -0.2 0.6 -0.2
H -3.70187 2.03207 2.24658 -0.8 -0.5 -0.2
H -1.47302 1.87182 1.58792 0.3 -0.3 -0.1
C -2.20130 -0.89027 3.68106 0.8 0.0 0.1
O -0.96001 -1.41920 3.27211 -0.2 -0.8 0.7
H -2.07116 0.16872 3.90397 -0.6 0.4 -0.7
H -2.91352 -1.18624 2.91084 -0.3 0.7 0.0
H -2.55788 -1.27395 4.63696 0.1 -0.6 0.3
H -0.26285 -0.76403 3.35163 0.0 0.0 -0.2
C 4.18545 -2.49662 2.34938 0.7 1.0 1.5
O 3.42912 -1.54473 1.64114 0.6 -1.5 -1.0
H 4.76037 -3.26021 1.82545 -0.6 0.3 -1.2
H 4.96619 -1.95452 2.88293 0.3 0.1 0.3
H 3.67707 -3.06685 3.12687 -0.7 0.1 0.0
H 3.10595 -0.81074 2.16879 0.1 -0.2 0.7
C -0.12440 2.90825 -0.94970 0.6 -0.7 0.4
O 0.81758 1.85960 -0.71412 -0.7 1.0 -1.0
H -1.13519 2.62039 -0.66066 -0.1 0.1 0.4
H 0.23989 3.76670 -0.38539 -0.5 0.6 0.1
H -0.23686 3.17480 -2.00061 0.6 -0.3 -0.2
H 0.96565 1.80535 0.23284 0.0 -0.1 -0.3
C 1.02465 -2.23072 -0.51404 0.5 1.0 -0.5
O 1.81264 -1.03653 -0.53715 -0.3 -1.0 -0.5
H 1.60213 -3.07000 -0.12645 -0.1 -0.2 0.6
H 0.08454 -2.04224 0.00438 0.0 -0.3 0.3
H 0.77573 -2.51911 -1.53529 -0.1 0.5 -0.1
H 2.16589 -0.90788 0.34617 -0.1 -0.1 -0.2
C 3.88249 2.70089 -0.81335 1.1 -1.0 -0.3
O 3.52763 1.36116 -1.08421 -0.5 0.1 0.0
H 3.08114 3.40375 -1.04122 0.0 -0.4 0.0
H 4.23492 2.81554 0.21171 -0.3 0.2 0.3
H 4.75722 2.82688 -1.45137 0.2 1.2 -0.2
H 4.25376 0.80726 -0.78832 -0.1 -0.2 0.1

Taking the records one at a time from the top gives highest occupied orbital energy values of -9.78 -9.12 1.11 eV.
Taking the records one at a time from the top gives electronic energy values of -41316.7111 -56200.5921 -49902.9137 eV.